{"formula": "CH5OPS2", "method": "ωB97M-V/def2-TZVPD", "smiles": "COP=S.S", "e_tot_ev": -34124.1348, "gap_ha": 0.3214, "relative_energy_kcal_mol": 49.2, "e_homo_ev": -9.30, "e_lumo_ev": -0.55, "elements": ["C", "O", "P", "S", "H", "H", "H", "S", "H", "H"], "positions_angstrom": [[-2.083, -0.045, -0.347], [-1.431, 0.083, 0.974], [-0.186, -0.566, 1.722], [0.409, -2.051, 0.629], [-3.110, -0.565, 0.028], [-1.452, -0.743, -0.799], [-2.308, 0.860, -0.963], [3.112, 0.961, 1.313], [2.953, 0.577, 0.019], [2.824, -0.220, 2.107]]}